The following is a DFT calculation (wB97M-V/def2-TZVPD) of a 2-piece molecular cluster, C5H11O2 overall in a non-equilibrium geometry.

The calculation puts the relative energy (zero: lowest compared OMol25 entry of this formula, charge and spin) at 73.9 kJ/mol. The value obtained for the gap between HOMO and LUMO is 7.889 eV. The calculation puts the HOMO energy at -3.88 eV.

Structure (ORCA input):
```
! RIJCOSX wB97M-V def2-TZVPD def2/J DEFGRID3
* xyz -1 1
C 1.074 -0.975 1.008
C 0.676 0.421 1.467
C 1.667 -1.010 -0.391
H 1.857 -1.403 1.672
H 0.222 -1.655 1.031
H 0.153 0.578 2.421
H 0.068 0.927 0.695
H 1.919 -0.030 -0.800
H 2.453 -1.716 -0.677
H 1.593 0.989 1.515
H 0.962 -1.454 -1.144
C -2.310 0.393 -0.682
C -1.200 1.190 -1.434
O -0.569 2.040 -0.773
O -0.932 0.758 -2.585
H -2.564 1.074 0.149
H -1.837 -0.469 -0.216
H -3.231 0.342 -1.258
*
```